11 unconnected molecules or ions with the total composition C50H109N3O8, computed with wB97M-V/def2-TZVPD.

ORCA input file:
```
! wB97M-V def2-TZVPD RIJCOSX def2/J DEFGRID3
* xyz 0 1
C -7.35 1.59 5.00
C -8.54 1.19 5.89
N -8.14 0.41 7.05
C -7.19 0.98 8.05
C -7.58 2.26 8.72
C -7.61 -0.93 6.80
C -8.57 -1.91 6.22
H -6.85 0.65 4.75
H -6.64 2.18 5.59
H -7.72 2.10 4.12
H -9.10 2.07 6.19
H -9.30 0.65 5.34
H -7.11 0.30 8.90
H -6.17 1.10 7.67
H -8.59 2.12 9.09
H -7.05 2.54 9.63
H -7.62 3.11 8.04
H -7.32 -1.43 7.73
H -6.69 -0.92 6.22
H -8.80 -1.63 5.19
H -9.48 -2.17 6.76
H -8.13 -2.90 6.11
C 1.79 2.12 -11.27
C 3.03 1.52 -10.57
N 3.15 2.04 -9.17
C 3.43 3.47 -9.03
C 4.74 3.86 -9.67
C 1.97 1.74 -8.31
C 1.69 0.21 -8.28
H 0.84 1.74 -10.91
H 1.85 1.84 -12.32
H 1.73 3.21 -11.25
H 3.09 0.44 -10.53
H 3.94 1.83 -11.09
H 2.50 3.97 -9.27
H 3.59 3.73 -7.98
H 5.07 4.86 -9.38
H 5.58 3.18 -9.52
H 4.62 3.93 -10.75
H 1.01 2.21 -8.53
H 2.26 2.11 -7.32
H 1.12 0.02 -7.37
H 2.63 -0.35 -8.28
H 1.14 -0.12 -9.16
C -1.51 1.68 0.86
C -0.15 1.98 0.23
N 0.69 0.78 0.11
C 2.05 1.22 -0.12
C 2.71 1.84 1.11
C 0.24 -0.05 -1.01
C 0.86 -1.47 -1.02
H -1.36 1.12 1.79
H -2.23 1.09 0.29
H -1.98 2.61 1.18
H -0.32 2.45 -0.74
H 0.44 2.69 0.82
H 2.60 0.35 -0.48
H 2.17 1.95 -0.93
H 2.50 1.25 2.00
H 3.80 1.82 0.98
H 2.34 2.84 1.30
H 0.34 0.39 -2.00
H -0.85 -0.13 -0.92
H 0.30 -2.11 -1.69
H 0.77 -1.96 -0.05
H 1.86 -1.46 -1.45
C 11.30 2.99 5.63
C 10.95 2.08 4.44
C 9.44 1.90 4.66
O 8.96 3.17 5.12
C 10.00 3.83 5.80
H 12.13 3.66 5.40
H 11.50 2.40 6.53
H 11.49 1.13 4.50
H 11.17 2.59 3.50
H 9.21 1.12 5.38
H 8.98 1.55 3.74
H 9.83 3.98 6.87
H 10.15 4.80 5.32
C 6.04 -3.23 1.41
C 6.82 -3.48 2.67
C 8.23 -3.79 2.18
O 8.35 -2.90 1.08
C 7.08 -2.57 0.50
H 5.20 -2.54 1.53
H 5.77 -4.17 0.93
H 6.44 -4.35 3.21
H 6.84 -2.63 3.35
H 8.42 -4.78 1.76
H 9.04 -3.59 2.87
H 7.17 -2.89 -0.53
H 6.96 -1.49 0.59
C 0.86 8.40 1.70
C -0.67 8.47 1.75
C -0.99 9.98 1.88
O 0.07 10.60 1.17
C 1.26 9.86 1.47
H 1.12 7.80 0.83
H 1.27 7.96 2.61
H -1.10 7.90 2.57
H -1.01 8.04 0.82
H -0.93 10.30 2.92
H -1.97 10.25 1.48
H 1.60 10.14 2.47
H 2.11 9.94 0.79
C -3.81 4.91 -4.68
C -4.69 5.62 -3.72
C -5.96 5.85 -4.51
O -5.93 5.02 -5.67
C -4.82 4.16 -5.56
H -3.11 4.20 -4.23
H -3.29 5.63 -5.31
H -4.19 6.51 -3.33
H -4.86 4.96 -2.87
H -5.98 6.88 -4.88
H -6.84 5.52 -3.97
H -4.42 3.89 -6.54
H -5.14 3.18 -5.20
C 0.48 -1.93 5.44
C -0.05 -2.88 6.48
C -1.15 -2.06 7.20
O -1.01 -0.75 6.65
C 0.26 -0.63 6.08
H -0.12 -2.01 4.53
H 1.52 -2.12 5.16
H 0.75 -3.20 7.15
H -0.46 -3.80 6.06
H -1.00 -2.08 8.27
H -2.18 -2.37 7.06
H 0.99 -0.27 6.81
H 0.29 0.21 5.39
C -7.65 0.41 -1.59
C -8.00 -0.65 -0.56
C -8.34 -1.85 -1.40
O -9.08 -1.29 -2.48
C -8.69 0.09 -2.71
H -6.65 0.26 -2.00
H -7.72 1.40 -1.14
H -8.94 -0.41 -0.06
H -7.14 -0.84 0.07
H -8.96 -2.63 -0.95
H -7.40 -2.31 -1.71
H -9.48 0.84 -2.69
H -8.31 0.13 -3.72
C 2.31 -8.39 1.58
C 3.18 -9.61 1.50
C 4.21 -9.40 2.56
O 3.42 -8.85 3.64
C 2.41 -8.06 3.08
H 1.29 -8.41 1.19
H 2.78 -7.59 1.01
H 3.65 -9.79 0.53
H 2.67 -10.54 1.75
H 5.00 -8.71 2.27
H 4.62 -10.36 2.87
H 2.73 -7.01 3.12
H 1.51 -8.21 3.67
C -1.23 -8.75 -6.42
C -0.53 -7.62 -5.70
C 0.96 -8.03 -5.51
O 1.14 -8.85 -6.64
C -0.06 -9.62 -6.94
H -1.91 -8.37 -7.19
H -1.85 -9.42 -5.82
H -0.94 -7.29 -4.75
H -0.55 -6.73 -6.33
H 1.15 -8.49 -4.54
H 1.62 -7.17 -5.64
H 0.05 -10.55 -6.39
H -0.14 -9.99 -7.96
*
```

Summary:
* structure (SMILES): CCN(CC)CC.CCN(CC)CC.CCN(CC)CC.C1CCOC1.C1CCOC1.C1CCOC1.C1CCOC1.C1CCOC1.C1CCOC1.C1CCOC1.C1CCOC1
* LUMO energy: 0.19 eV
* HOMO-LUMO gap: 8.46 eV

Here are the Löwdin charges for atoms 1 to 6, given in e: -0.075 -0.249 -0.159 -0.280 -0.108 -0.295

***

A molecular structure, C50H117Cl2CuN6O22P4, computed with wB97M-V/def2-TZVPD.

ORCA input file:
```
! wB97M-V def2-TZVPD RIJCOSX def2/J DEFGRID3
* xyz -1 2
Cu 2.05 -0.70 2.78
C 2.24 -0.78 -0.79
C 0.94 -0.04 -0.92
C -0.10 -0.98 -1.62
C -1.54 -0.37 -1.76
C -2.18 -0.03 -0.34
C -1.17 0.74 0.61
N 0.33 0.32 0.47
O 1.27 1.07 1.32
C -1.60 0.49 2.06
C -1.32 2.26 0.19
C 1.17 1.17 -1.75
H 2.17 -1.66 -0.15
H 2.91 -0.07 -0.31
H 2.71 -1.03 -1.74
H -0.21 -1.81 -0.92
H 0.24 -1.33 -2.60
H -2.23 -0.98 -2.32
H -1.56 0.57 -2.32
H -2.48 -0.97 0.12
H -3.10 0.51 -0.57
H -2.56 0.99 2.17
H -0.83 0.86 2.74
H -1.79 -0.57 2.22
H -2.28 2.68 0.50
H -1.35 2.50 -0.87
H -0.62 2.89 0.73
H 0.35 1.86 -1.92
H 1.62 0.86 -2.69
H 1.93 1.77 -1.25
C -1.80 1.51 -6.59
O -2.82 1.73 -7.31
N -1.51 0.29 -6.10
C -0.46 0.11 -5.11
C -2.49 -0.77 -6.01
H -1.11 2.32 -6.29
H -0.03 1.11 -5.01
H 0.13 -0.62 -5.66
H -0.85 -0.43 -4.25
H -2.28 -1.82 -6.19
H -3.24 -0.60 -5.22
H -2.96 -0.80 -6.99
C 1.20 7.07 -0.19
O 1.51 7.83 0.74
N 0.65 5.84 -0.11
C 1.16 4.80 -0.99
C -0.11 5.44 1.11
H 1.55 7.34 -1.20
H 2.09 5.08 -1.48
H 0.40 4.45 -1.70
H 1.31 3.88 -0.42
H 0.14 6.18 1.87
H -1.18 5.37 0.94
H 0.23 4.52 1.59
C -7.21 0.94 -2.80
O -8.34 0.40 -2.63
N -6.00 0.38 -3.12
C -4.81 1.19 -3.52
C -5.68 -1.03 -3.19
H -7.04 2.01 -2.60
H -4.04 0.91 -2.81
H -5.03 2.24 -3.33
H -4.57 0.90 -4.54
H -5.00 -1.13 -4.03
H -5.03 -1.24 -2.33
H -6.59 -1.60 -2.97
C -0.34 -6.44 -2.59
O 0.49 -7.27 -2.22
N -0.43 -5.14 -2.16
C -1.37 -4.18 -2.81
C 0.46 -4.57 -1.12
H -1.02 -6.59 -3.44
H -1.77 -4.56 -3.75
H -0.74 -3.38 -3.19
H -2.01 -3.65 -2.10
H 1.19 -5.32 -0.81
H 1.17 -3.83 -1.50
H -0.11 -4.12 -0.31
C 5.98 0.77 -3.05
O 6.35 0.74 -4.23
N 6.79 1.23 -2.07
C 7.98 2.09 -2.18
C 6.43 0.99 -0.70
H 5.16 0.18 -2.62
H 8.70 1.47 -1.63
H 8.03 3.07 -1.71
H 8.25 2.20 -3.23
H 5.85 0.07 -0.67
H 7.32 0.78 -0.11
H 5.85 1.84 -0.34
Cl -6.73 5.30 -1.51
C -5.07 5.81 -0.91
C -4.14 4.61 -0.65
Cl -4.93 3.58 0.59
H -5.17 6.48 -0.05
H -4.67 6.53 -1.62
H -3.24 4.96 -0.16
H -3.87 3.96 -1.48
C -10.09 -4.83 3.55
C -9.83 -3.35 3.14
O -8.41 -3.11 3.34
P -7.36 -2.96 2.08
O -5.90 -3.21 2.36
O -7.95 -4.02 1.02
C -7.62 -3.92 -0.38
C -8.97 -3.86 -1.00
O -7.70 -1.52 1.34
C -6.93 -0.38 1.66
C -5.53 -0.22 1.11
H -11.02 -5.07 3.04
H -9.26 -5.50 3.31
H -10.28 -4.82 4.62
H -10.22 -3.31 2.12
H -10.50 -2.67 3.68
H -7.30 -2.91 -0.60
H -6.82 -4.62 -0.64
H -9.18 -4.91 -1.23
H -9.79 -3.46 -0.40
H -8.94 -3.27 -1.92
H -7.51 0.51 1.41
H -6.73 -0.51 2.72
H -4.83 0.34 1.74
H -5.07 -1.15 0.81
H -5.62 0.32 0.17
C 0.24 4.73 4.72
C 0.58 3.20 4.60
O 0.05 2.39 5.63
P 0.76 0.95 6.03
O 1.22 0.21 4.82
O 1.90 1.37 7.03
C 1.56 1.81 8.31
C 2.58 2.76 8.87
O -0.44 0.13 6.85
C -0.30 -0.99 7.51
C 0.43 -2.09 6.81
H -0.67 5.06 5.22
H 1.08 5.30 5.12
H 0.19 5.09 3.69
H 0.21 2.99 3.60
H 1.65 3.08 4.41
H 0.58 2.27 8.22
H 1.42 0.94 8.96
H 2.53 3.67 8.26
H 2.29 2.95 9.90
H 3.62 2.46 8.79
H 0.35 -0.78 8.36
H -1.23 -1.21 8.04
H -0.01 -2.25 5.82
H 1.50 -1.90 6.79
H 0.34 -3.16 7.01
C 2.68 0.03 -6.90
C 3.16 0.02 -5.47
O 2.69 -0.93 -4.60
P 2.88 -2.56 -4.91
O 3.94 -2.96 -5.85
O 2.84 -3.23 -3.43
C 4.02 -3.80 -2.92
C 4.22 -5.26 -3.53
O 1.41 -2.93 -5.48
C 1.18 -3.90 -6.48
C 1.19 -5.36 -6.10
H 3.49 0.50 -7.46
H 2.66 -0.95 -7.37
H 1.64 0.33 -6.97
H 4.23 -0.19 -5.49
H 2.91 0.99 -5.05
H 4.87 -3.24 -3.32
H 4.05 -3.72 -1.83
H 4.19 -5.22 -4.62
H 5.14 -5.77 -3.24
H 3.30 -5.80 -3.34
H 0.36 -3.64 -7.14
H 2.03 -3.88 -7.16
H 0.21 -5.60 -5.68
H 1.49 -6.04 -6.90
H 1.92 -5.61 -5.33
C 5.05 -0.69 5.97
C 4.89 0.80 5.59
O 5.77 1.28 4.68
P 5.87 0.85 3.15
O 4.67 0.11 2.53
O 7.30 0.05 3.08
C 8.50 0.70 3.44
C 9.42 -0.25 4.11
O 6.17 2.14 2.23
C 5.46 3.35 2.37
C 4.28 3.41 1.51
H 5.39 -1.33 5.16
H 5.71 -0.73 6.85
H 4.04 -0.93 6.30
H 3.92 1.01 5.13
H 4.92 1.56 6.37
H 8.87 1.29 2.60
H 8.26 1.50 4.14
H 10.47 -0.37 3.84
H 9.57 0.15 5.12
H 8.99 -1.24 4.28
H 5.16 3.49 3.40
H 6.21 4.10 2.08
H 3.59 4.24 1.69
H 4.52 3.48 0.45
H 3.63 2.57 1.73
*
```

Summary:
* LUMO energy (alpha / beta): 1.81 / 1.81 eV
* HOMO-LUMO gap (alpha / beta): 2.89 / 4.89 eV

Here are the Löwdin charges for atoms 1 to 6, given in e: 0.110 -0.056 -0.500 -0.122 -0.188 -0.119

***

Number 1: strongest force on any atom 2.1 eV Å⁻¹, E_tot -74460.2509 eV. Number 2: strongest force on any atom 7.2 eV Å⁻¹, E_tot -214573.7854 eV.